The following is a DFT calculation (ωB97M-V/def2-TZVPD) of a 2-piece molecular cluster, C5H9FSi overall.

Last column: Mulliken charge in e.
Element x y z (Å)
C1 0.988 -2.886 0.501  -0.740
C2 1.063 -2.101 -0.646  -0.051
C3 1.973 -0.929 -0.763  -0.537
Si1 2.054 0.228 0.589  0.477
F1 2.858 1.612 0.583  -0.243
H1 1.739 -2.798 1.304  0.206
H2 0.404 -3.751 0.742  0.276
H3 0.416 -2.376 -1.489  0.295
H4 2.414 -0.660 -1.727  0.357
H5 1.665 0.147 2.116  -0.035
C4 -3.191 2.238 -0.433  -0.423
C5 -1.984 2.349 0.067  -0.437
H6 -3.469 2.503 -1.537  0.185
H7 -3.987 1.757 0.080  0.238
H8 -1.036 2.620 -0.416  0.200
H9 -1.906 2.045 1.029  0.233

Atomic forces in eV per Å
C 1.588 1.449 -1.182
C 0.081 -1.498 2.289
C -0.481 0.998 1.593
Si -0.242 -1.200 0.211
F 0.086 -0.213 -0.382
H -0.207 0.609 -0.503
H -0.885 -0.156 -0.795
H 0.245 0.328 0.260
H -0.286 -0.058 0.305
H 0.087 -0.252 -1.795
C -0.522 0.590 -3.755
C 0.504 0.442 -1.992
H 0.734 -0.411 2.107
H -0.539 0.002 0.724
H -0.794 0.280 -0.131
H 0.631 -0.910 3.045

The calculation puts the strongest force on any atom at 3.8 eV/A. The LUMO energy is 0.087 eV. The value obtained for the orbital gap is 8.11 eV.